Molecular formula: C40H120N8O20
Method: DFT, wB97M-V/def2-TZVPD

Last columns: bonded neighbours and bond lengths (Å).
Element x y z (Å)
1 O -5.215 9.632 -27.219  H2 0.957, H3 0.957
2 H -5.885 9.841 -26.568  O1 0.957
3 H -5.315 10.305 -27.892  O1 0.957
4 O -3.818 5.190 -26.619  H5 0.957, H6 0.957
5 H -3.047 4.749 -26.976  O4 0.957
6 H -4.420 4.479 -26.397  O4 0.957
7 O -3.901 10.671 -21.581  H8 0.957, H9 0.957
8 H -3.909 11.321 -20.879  O7 0.957
9 H -3.263 11.005 -22.211  O7 0.957
10 O -5.395 7.011 -28.193  H11 0.957, H12 0.957
11 H -4.907 7.778 -27.893  O10 0.957
12 H -4.930 6.266 -27.813  O10 0.957
13 C -7.771 5.748 -26.213  C14 1.559, O16 1.399, H17 1.090, H18 1.090
14 C -8.580 4.443 -26.486  C13 1.559, O15 1.406, H19 1.090, H20 1.090
15 O -8.478 3.470 -25.477  C14 1.406, H21 0.960
16 O -8.516 6.710 -25.523  C13 1.399, H22 0.960
17 H -7.717 6.282 -27.162  C13 1.090
18 H -6.798 5.498 -25.792  C13 1.090
19 H -8.165 3.955 -27.368  C14 1.090
20 H -9.631 4.587 -26.737  C14 1.090
21 H -8.746 2.611 -25.812  O15 0.960
22 H -8.022 7.531 -25.475  O16 0.960
23 C -8.225 10.086 -24.593  C24 1.524, O26 1.422, H27 1.090, H28 1.090
24 C -8.984 9.548 -23.386  C23 1.524, O25 1.425, H29 1.090, H30 1.090
25 O -9.668 10.566 -22.660  C24 1.425, H31 0.960
26 O -7.307 9.088 -25.024  C23 1.422, H32 0.960
27 H -7.676 11.022 -24.485  C23 1.090
28 H -8.929 10.207 -25.416  C23 1.090
29 H -8.435 8.897 -22.705  C24 1.090
30 H -9.780 8.947 -23.825  C24 1.090
31 H -9.900 10.161 -21.821  O25 0.960
32 H -6.579 9.026 -24.401  O26 0.960
33 C -6.753 9.452 -19.751  C34 1.650, O36 1.375, H37 1.090, H38 1.090
34 C -5.432 8.523 -19.414  C33 1.650, O35 1.374, H39 1.090, H40 1.090
35 O -5.458 8.042 -18.127  C34 1.374, H41 0.960
36 O -7.913 9.170 -19.067  C33 1.375, H42 0.960
37 H -6.948 9.364 -20.820  C33 1.090
38 H -6.530 10.499 -19.547  C33 1.090
39 H -4.511 9.089 -19.555  C34 1.090
40 H -5.419 7.705 -20.135  C34 1.090
41 H -5.126 7.141 -18.134  O35 0.960
42 H -8.175 8.276 -19.298  O36 0.960
43 C -4.588 7.646 -23.393  C44 1.600, O46 1.394, H47 1.090, H48 1.090
44 C -3.541 7.996 -24.551  C43 1.600, O45 1.422, H49 1.090, H50 1.090
45 O -2.668 6.921 -24.877  C44 1.422, H51 0.960
46 O -5.436 8.716 -23.113  C43 1.394, H52 0.960
47 H -4.034 7.376 -22.493  C43 1.090
48 H -5.260 6.885 -23.788  C43 1.090
49 H -2.948 8.847 -24.217  C44 1.090
50 H -3.967 8.345 -25.492  C44 1.090
51 H -3.114 6.350 -25.507  O45 0.960
52 H -4.817 9.239 -22.598  O46 0.960
53 C 1.629 12.826 -20.676  C54 1.530, H59 1.090, H60 1.090, H61 1.090
54 C 0.970 11.640 -19.968  C53 1.530, C55 1.487, N58 1.450, H62 1.090
55 C 0.039 10.802 -20.769  C54 1.487, O56 1.474, H63 1.090, H64 1.090
56 O -0.596 9.650 -20.104  C55 1.474, C57 1.366
57 C -1.208 8.764 -20.945  O56 1.366, H65 1.090, H66 1.090, H67 1.090
58 N 1.969 10.828 -19.301  C54 1.450, H68 1.010, H69 1.010
59 H 1.030 13.661 -21.039  C53 1.090
60 H 2.191 12.522 -21.559  C53 1.090
61 H 2.382 13.344 -20.083  C53 1.090
62 H 0.344 11.996 -19.150  C54 1.090
63 H 0.586 10.449 -21.642  C55 1.090
64 H -0.758 11.422 -21.180  C55 1.090
65 H -1.435 9.225 -21.906  C57 1.090
66 H -2.178 8.503 -20.522  C57 1.090
67 H -0.636 7.845 -21.066  C57 1.090
68 H 2.785 10.624 -19.861  N58 1.010
69 H 1.650 9.904 -19.047  N58 1.010
70 C 3.564 11.069 -24.857  C71 1.529, H76 1.090, H77 1.090, H78 1.090
71 C 3.146 11.009 -26.327  C70 1.529, C72 1.597, N75 1.439, H79 1.090
72 C 1.588 10.745 -26.555  C71 1.597, O73 1.469, H80 1.090, H81 1.090
73 O 1.391 9.308 -26.321  C72 1.469, C74 1.412
74 C 0.018 8.985 -26.381  O73 1.412, H82 1.090, H83 1.090, H84 1.090
75 N 3.482 12.266 -26.941  C71 1.439, H85 1.010, H86 1.010
76 H 4.647 11.139 -24.953  C70 1.090
77 H 3.277 10.291 -24.149  C70 1.090
78 H 3.169 11.935 -24.327  C70 1.090
79 H 3.592 10.166 -26.856  C71 1.090
80 H 1.474 10.960 -27.617  C72 1.090
81 H 0.984 11.464 -26.001  C72 1.090
82 H -0.678 9.785 -26.129  C74 1.090
83 H -0.168 8.213 -25.634  C74 1.090
84 H -0.301 8.688 -27.380  C74 1.090
85 H 4.311 12.231 -27.516  N75 1.010
86 H 2.769 12.388 -27.646  N75 1.010
87 C -4.812 12.222 -24.562  C88 1.564, H93 1.090, H94 1.090, H95 1.090
88 C -3.301 12.102 -24.948  C87 1.564, C89 1.552, N92 1.437, H96 1.090
89 C -2.581 13.023 -25.969  C88 1.552, O90 1.393, H97 1.090, H98 1.090
90 O -3.281 12.997 -27.173  C89 1.393, C91 1.428
91 C -3.128 11.871 -28.038  O90 1.428, H99 1.090, H100 1.090, H101 1.090
92 N -2.728 12.361 -23.656  C88 1.437, H102 1.010, H103 1.010
93 H -5.195 11.569 -23.777  C87 1.090
94 H -5.327 11.942 -25.481  C87 1.090
95 H -5.126 13.255 -24.412  C87 1.090
96 H -3.048 11.074 -25.208  C88 1.090
97 H -1.511 12.837 -26.060  C89 1.090
98 H -2.838 14.026 -25.627  C89 1.090
99 H -3.111 10.925 -27.498  C91 1.090
100 H -2.101 11.902 -28.403  C91 1.090
101 H -3.831 11.989 -28.864  C91 1.090
102 H -3.138 13.206 -23.285  N92 1.010
103 H -1.755 12.627 -23.700  N92 1.010
104 C -4.867 3.559 -23.160  C105 1.602, H110 1.090, H111 1.090, H112 1.090
105 C -4.911 2.559 -24.411  C104 1.602, C106 1.561, N109 1.406, H113 1.090
106 C -5.644 1.229 -24.049  C105 1.561, O107 1.463, H114 1.090, H115 1.090
107 O -5.237 0.255 -25.062  C106 1.463, C108 1.378
108 C -6.098 -0.809 -25.224  O107 1.378, H116 1.090, H117 1.090, H118 1.090
109 N -5.574 3.179 -25.484  C105 1.406, H119 1.010, H120 1.010
110 H -5.821 3.690 -22.650  C104 1.090
111 H -4.484 4.483 -23.593  C104 1.090
112 H -4.097 3.183 -22.486  C104 1.090
113 H -3.877 2.497 -24.749  C105 1.090
114 H -6.730 1.264 -23.961  C106 1.090
115 H -5.251 0.832 -23.113  C106 1.090
116 H -6.400 -1.412 -24.367  C108 1.090
117 H -5.684 -1.494 -25.964  C108 1.090
118 H -7.048 -0.483 -25.646  C108 1.090
119 H -5.878 2.499 -26.166  N109 1.010
120 H -6.494 3.511 -25.230  N109 1.010
121 C -8.101 6.081 -21.986  C122 1.545, H127 1.090, H128 1.090, H129 1.090
122 C -8.977 5.908 -20.725  C121 1.545, C123 1.600, N126 1.470, H130 1.090
123 C -9.251 4.362 -20.421  C122 1.600, O124 1.385, H131 1.090, H132 1.090
124 O -10.111 4.225 -19.345  C123 1.385, C125 1.394
125 C -10.712 2.977 -19.180  O124 1.394, H133 1.090, H134 1.090, H135 1.090
126 N -8.137 6.330 -19.595  C122 1.470, H136 1.010, H137 1.010
127 H -7.174 5.507 -21.961  C121 1.090
128 H -7.765 7.118 -22.016  C121 1.090
129 H -8.584 5.863 -22.938  C121 1.090
130 H -9.880 6.513 -20.811  C122 1.090
131 H -8.316 3.837 -20.226  C123 1.090
132 H -9.682 3.931 -21.324  C123 1.090
133 H -9.862 2.311 -19.028  C125 1.090
134 H -11.258 2.685 -20.077  C125 1.090
135 H -11.300 2.975 -18.263  C125 1.090
136 H -7.275 5.806 -19.636  N126 1.010
137 H -8.597 6.032 -18.746  N126 1.010
138 C 0.928 5.991 -23.442  C139 1.560, H144 1.090, H145 1.090, H146 1.090
139 C 0.607 5.297 -24.801  C138 1.560, C140 1.541, N143 1.431, H147 1.090
140 C 1.645 4.204 -25.126  C139 1.541, O141 1.422, H148 1.090, H149 1.090
141 O 1.531 3.803 -26.485  C140 1.422, C142 1.434
142 C 2.619 2.995 -26.953  O141 1.434, H150 1.090, H151 1.090, H152 1.090
143 N -0.735 4.809 -24.723  C139 1.431, H153 1.010, H154 1.010
144 H 0.422 6.956 -23.475  C138 1.090
145 H 1.983 6.206 -23.270  C138 1.090
146 H 0.466 5.479 -22.597  C138 1.090
147 H 0.579 6.077 -25.562  C139 1.090
148 H 1.774 3.433 -24.367  C140 1.090
149 H 2.623 4.684 -25.074  C140 1.090
150 H 3.627 3.406 -26.892  C142 1.090
151 H 2.408 2.715 -27.985  C142 1.090
152 H 2.632 2.018 -26.470  C142 1.090
153 H -1.280 5.641 -24.896  N143 1.010
154 H -0.906 4.396 -25.629  N143 1.010
155 C -3.651 5.075 -20.233  C156 1.525, H161 1.090, H162 1.090, H163 1.090
156 C -4.599 4.431 -19.227  C155 1.525, C157 1.607, N160 1.491, H164 1.090
157 C -4.111 2.947 -18.852  C156 1.607, O158 1.399, H165 1.090, H166 1.090
158 O -2.752 2.796 -18.552  C157 1.399, C159 1.418
159 C -2.344 1.463 -18.293  O158 1.418, H167 1.090, H168 1.090, H169 1.090
160 N -4.763 5.300 -18.027  C156 1.491, H170 1.010, H171 1.010
161 H -3.267 4.312 -20.911  C155 1.090
162 H -2.742 5.544 -19.858  C155 1.090
163 H -4.169 5.793 -20.870  C155 1.090
164 H -5.580 4.338 -19.693  C156 1.090
165 H -4.239 2.292 -19.714  C157 1.090
166 H -4.729 2.532 -18.056  C157 1.090
167 H -1.260 1.393 -18.201  C159 1.090
168 H -2.639 0.782 -19.091  C159 1.090
169 H -2.814 0.984 -17.434  C159 1.090
170 H -5.271 4.813 -17.302  N160 1.010
171 H -3.783 5.317 -17.786  N160 1.010
172 C -1.062 5.906 -28.163  C173 1.551, H178 1.090, H179 1.090, H180 1.090
173 C -1.517 4.494 -28.617  C172 1.551, C174 1.542, N177 1.496, H181 1.090
174 C -0.650 3.907 -29.750  C173 1.542, O175 1.437, H182 1.090, H183 1.090
175 O -0.998 2.521 -29.897  C174 1.437, C176 1.436
176 C -0.230 1.628 -30.720  O175 1.436, H184 1.090, H185 1.090, H186 1.090
177 N -1.377 3.758 -27.322  C173 1.496, H187 1.010, H188 1.010
178 H -1.731 6.399 -27.457  C172 1.090
179 H -1.020 6.681 -28.928  C172 1.090
180 H -0.061 5.931 -27.733  C172 1.090
181 H -2.570 4.598 -28.879  C173 1.090
182 H 0.417 3.925 -29.524  C174 1.090
183 H -0.696 4.475 -30.679  C174 1.090
184 H -0.650 0.653 -30.967  C176 1.090
185 H 0.748 1.504 -30.255  C176 1.090
186 H -0.015 2.086 -31.685  C176 1.090
187 H -1.735 2.836 -27.527  N177 1.010
188 H -0.371 3.689 -27.259  N177 1.010

Calculated total energy, hartree: -3538.491783
Strongest force on any atom, hartree/bohr: 0.07406
2S+1: 2
Charge: -1
<S²>: 0.75